Here is a structure of composition C3AgLi2O3 from the Open Molecules 2025 dataset. Energies are from ωB97M-V/def2-TZVPD.

Geometry as XYZ:
```
9
Properties=species:S:1:pos:R:3:forces:R:3:lowdin_charge:R:1
O -2.224486 1.389454 -1.761610 -0.68 -0.62 0.14 -0.003
C -2.050822 0.802961 -0.722735 2.52 1.31 -1.40 -0.568
O -2.253421 0.911418 0.460263 0.04 -1.16 0.40 0.000
Li -0.956526 0.088014 1.679230 0.20 0.07 -0.95 0.837
Li -0.656024 0.744757 -3.000236 -0.46 -0.25 0.86 0.775
C -0.426070 -0.331756 -1.156450 -0.32 0.25 -1.04 -0.137
C 0.614672 -0.342534 -0.470134 -2.51 0.51 1.53 -0.488
O 1.175015 -0.247780 0.658258 2.25 -0.48 1.20 -0.281
Ag 3.383204 -1.101562 1.750653 -1.04 0.37 -0.73 0.866
```
Forces are in eV/Å.

- Calculated total energy: -501.778078 Ha
- Energy relative to the best compared isomer or geometry (same formula, charge and spin): 50.5 kcal per mole
- Highest occupied orbital energy: -11.08 eV
- Net charge: +1
- Kohn-Sham gap: 5.251 eV
- LUMO energy: -5.83 eV